[1]
The following is a quantum chemistry calculation of a molecular structure, C18H49Cl4O19P4V in a non-equilibrium geometry, from the Open Molecules 2025 dataset.

As for the calculated total energy: -171304.2937 eV. For the HOMO-LUMO gap, the calculation gives 8.3 eV.

Each line ends with the Mulliken charge.
CARTESIAN COORDINATES (ANGSTROEM)
V (-0.523964, 1.062331, 0.470247)  1.732
Cl (2.522496, 2.649361, 2.262187)  -0.178
Cl (-2.721484, 6.100591, 2.915717)  -0.230
Cl (1.834116, 0.823061, 5.171237)  -0.233
Cl (-5.394404, 4.503391, 2.087897)  -0.220
P (-3.413454, 2.191401, -1.627033)  0.058
P (5.580286, -2.046069, 1.362777)  1.210
P (1.536106, 1.298321, -3.042373)  -0.031
P (-1.417224, -2.182639, -1.225643)  -0.265
O (5.640086, -0.561709, 1.280817)  -0.673
O (-2.168194, 1.869221, -0.855043)  1.082
O (0.503556, 1.230111, -1.993973)  0.487
O (-2.367764, -3.339669, -0.602403)  -0.367
O (-4.260164, 3.488731, -1.255223)  -0.287
O (-1.377634, -0.897489, -0.461433)  0.823
O (1.085716, 0.715601, -4.463663)  -0.384
O (-4.443954, 0.944491, -1.495283)  -0.219
O (4.783556, -2.838599, 0.202077)  -0.403
O (-1.896494, 0.838191, 2.230397)  -0.640
O (4.767426, -2.590759, 2.636397)  -0.191
O (6.988256, -2.831389, 1.470217)  -0.394
O (2.848506, 0.418891, -2.746043)  -0.337
O (0.031646, 2.572891, 0.510667)  -0.431
O (0.016686, -3.016959, -1.335073)  -0.174
O (-1.904534, -2.037359, -2.736773)  -0.167
O (0.790016, 0.143011, 0.625777)  -0.633
O (2.124536, 2.794951, -3.385523)  -0.355
O (-3.137344, 2.380751, -3.174663)  -0.461
C (-1.623054, -0.159799, 4.460737)  -1.282
C (-4.925324, 0.581461, -0.252813)  -0.478
C (7.654556, -2.983539, 2.678857)  -0.693
C (3.418106, -2.568979, 0.053447)  -0.484
C (2.106956, 0.162441, 3.589987)  0.427
C (-2.194924, 1.448701, -3.777253)  -0.383
C (0.866816, -0.710619, -4.699443)  -0.424
C (3.116896, 1.009121, 2.726177)  0.457
C (3.756056, 0.768611, -1.704773)  -0.143
C (4.591776, -3.971179, 2.880847)  -0.827
C (0.148026, -4.308169, -1.841523)  -0.950
C (2.207836, 3.856011, -2.375203)  -0.415
C (-2.622354, 4.597581, 1.947317)  0.032
C (-3.785174, 3.737651, 2.484427)  0.370
C (-2.509584, 0.057501, 3.232487)  -0.229
C (-5.527004, 3.761701, -1.824733)  -0.858
C (-3.406754, -2.984159, 0.216037)  -0.308
C (-3.260774, -1.836869, -2.994903)  -0.534
H (-3.865814, -1.381119, -2.211113)  0.049
H (3.223296, 4.062381, -2.037033)  0.274
H (-5.389204, 1.440961, 0.231107)  0.315
H (0.640466, -5.050839, -1.213793)  0.297
H (3.560556, -4.098679, 3.210127)  0.273
H (1.744746, 4.740071, -2.813473)  0.288
H (1.117376, -0.018049, 3.170147)  -0.484
H (0.844286, -1.323789, -3.798553)  -0.012
H (5.273736, -4.285449, 3.670937)  0.281
H (4.155786, -0.097609, -1.177543)  -0.091
H (-2.285454, -0.641599, 5.179897)  0.428
H (4.588326, 1.265861, -2.202943)  0.326
H (-3.336084, -1.195269, -3.872853)  0.275
H (-3.669444, 3.473371, 3.535547)  0.483
H (2.529936, -0.830919, 3.739707)  0.102
H (7.759456, -4.048729, 2.884937)  0.243
H (-3.325384, -1.968709, 0.603767)  -0.169
H (-0.797654, -0.831499, 4.224857)  0.184
H (-3.516464, -3.725129, 1.007887)  0.323
H (-5.873354, 2.934951, -2.444903)  0.369
H (-1.313334, 2.026911, -4.053963)  0.263
H (-3.415004, 0.560841, 3.571577)  0.281
H (-1.156254, 0.748221, 4.842457)  0.297
H (3.353366, 1.450721, -0.955993)  0.095
H (-1.854034, 0.680371, -3.083313)  -0.225
H (3.051506, -1.691749, 0.586517)  0.081
H (-3.714594, -2.802219, -3.219043)  0.309
H (-0.117754, -0.881999, -5.134593)  0.235
H (4.705596, -4.542279, 1.959437)  0.379
H (-1.622354, 4.166491, 1.994727)  0.035
H (-5.540944, 4.720171, -2.343623)  0.309
H (-6.285724, 3.787421, -1.042563)  0.255
H (4.076006, 1.251851, 3.183657)  0.464
H (1.646726, 3.614271, -1.472533)  0.010
H (-2.776954, 4.866971, 0.902507)  0.161
H (7.159656, -2.467399, 3.501527)  0.350
H (3.203276, -2.283709, -0.976403)  0.281
H (2.798386, -3.427419, 0.312557)  0.304
H (1.739726, -1.061039, -5.250203)  0.353
H (8.660276, -2.589009, 2.534037)  0.273
H (-4.094784, 0.326151, 0.405307)  -0.101
H (-4.379114, -3.032079, -0.274203)  0.249
H (3.173636, 0.438521, 1.799187)  -0.690
H (-3.791014, 2.783881, 1.956787)  -0.642
H (-5.746924, -0.134339, -0.226243)  0.341
H (0.828866, -4.353819, -2.691513)  0.357
H (-2.719554, -0.925809, 2.811647)  0.043
H (-0.756824, -4.751159, -2.257583)  0.333
H (-2.529454, 0.960851, -4.692783)  0.452

Forces on the atoms, in the same order (eV/Å):
V 0.758 0.777 1.842
Cl -0.124 -0.333 0.198
Cl 0.625 0.398 -0.066
Cl -0.058 0.587 1.210
Cl 0.623 -0.362 0.410
P 0.616 -0.951 0.738
P -0.213 0.087 0.529
P 1.207 0.499 0.169
P 1.542 -0.955 0.803
O -0.159 -2.085 0.019
O -1.804 0.852 -0.581
O 0.091 0.149 -0.345
O 2.150 0.811 -1.700
O 1.622 -0.854 0.353
O -0.307 -2.014 -1.268
O -0.024 0.142 0.544
O 0.542 0.893 -2.455
O 2.098 0.320 0.348
O 1.161 0.728 -2.047
O 0.349 1.404 0.087
O -2.142 0.621 -2.111
O -1.154 -0.120 -0.245
O -1.006 -1.984 0.224
O -1.976 2.476 0.636
O 1.722 -0.108 1.079
O -1.295 0.933 0.168
O -0.636 -1.479 0.552
O -0.355 -0.996 0.204
C -0.200 -0.256 -0.496
C -0.364 0.800 2.575
C 1.063 -0.089 0.829
C -1.540 0.860 -0.704
C 0.977 0.203 -0.873
C 1.083 0.205 -0.122
C 0.521 0.159 0.829
C -1.544 -0.443 0.083
C 0.845 0.663 0.094
C -0.468 -0.215 -0.072
C 0.279 -1.729 -1.737
C -0.827 -0.244 0.183
C -1.137 0.104 0.254
C 0.756 -0.710 -1.254
C 1.845 0.552 -0.778
C -1.363 -0.395 -0.016
C -2.426 0.291 1.593
C -1.686 -0.154 -0.891
H 0.479 0.183 0.296
H 0.165 -0.263 -0.591
H -0.038 0.388 0.107
H -0.452 0.481 1.024
H 0.066 -0.050 0.161
H 0.250 -0.061 -0.070
H 0.265 0.538 -0.565
H 0.129 0.436 0.495
H 0.002 -0.174 -0.155
H -0.346 -0.168 -0.262
H 0.318 0.020 0.518
H 0.146 0.058 0.186
H -0.031 -0.079 0.056
H -0.332 0.594 0.021
H 0.344 0.049 -0.109
H -0.149 -0.015 0.178
H 0.276 -0.130 0.295
H -0.025 -0.178 -0.025
H 0.428 0.215 0.268
H 0.307 0.164 -0.481
H -0.082 0.020 0.124
H -0.414 -0.015 -0.133
H -0.405 0.123 0.052
H -0.369 -0.069 -0.030
H -0.145 0.156 0.184
H 0.201 -0.052 0.533
H -0.050 -0.037 -0.114
H 0.332 0.390 -0.552
H 0.272 -0.163 0.113
H -0.240 -0.265 0.517
H 0.323 -0.228 -0.071
H 0.298 0.286 0.372
H -0.171 -0.809 0.101
H -0.225 -0.309 -0.086
H -0.224 0.009 0.104
H 0.060 -0.057 0.045
H 0.186 -0.373 -0.240
H 0.204 -0.095 0.126
H -0.464 -0.003 -0.471
H -0.016 0.133 0.252
H 0.006 -0.496 0.098
H 0.003 0.020 -0.597
H 0.522 0.260 0.026
H 0.060 0.002 -0.105
H 0.458 -0.464 -0.815
H 0.132 0.818 -0.288
H -0.554 -0.357 0.112
H -0.355 0.184 0.452
H -0.813 0.349 0.152

=====

[2]
The following is a quantum chemistry calculation of 5 unconnected molecules or ions with the total composition C31H36BClNO3 in a non-equilibrium geometry, from the Open Molecules 2025 dataset.

Its charge is +1. As for the calculated total energy: -53557.1723 eV. For the HOMO-LUMO gap, the calculation gives 6.1 eV.

Each line ends with the Mulliken charge.
CARTESIAN COORDINATES (ANGSTROEM)
Cl (5.298255, 5.181659, -2.253173)  -0.142
O (-0.946049, 3.025321, -2.852758)  -0.534
O (2.028625, -0.218551, -2.279675)  -0.609
O (-0.720010, 1.827555, -1.035870)  -0.293
N (2.714113, 4.462478, -2.041183)  -0.120
C (-4.844173, -1.361614, -3.371789)  -0.389
C (-3.372721, -0.513119, 8.062408)  -0.515
C (-4.176841, 0.574797, 6.075675)  -0.450
C (-2.590654, 0.015236, -4.224279)  -0.153
C (-4.599391, -1.200701, -4.729841)  -0.444
C (3.674260, -2.810604, -3.462932)  0.099
C (4.109178, 2.724731, -1.657574)  -0.936
C (3.330390, -4.142664, -3.279841)  -0.674
C (-0.521973, 0.364355, 4.104414)  -0.326
C (0.598251, 3.743198, -1.199886)  -0.889
C (1.946340, 3.493800, -1.735552)  0.139
C (-4.514442, -0.114165, 8.743505)  -0.362
C (-3.472878, -0.513807, -5.156493)  -0.528
C (-0.032713, -0.572457, 5.004613)  -0.634
C (4.072027, -5.141296, -3.894418)  -0.346
C (4.756154, -2.478785, -4.268806)  -0.276
C (-1.035009, -0.050509, 2.883403)  -0.413
C (4.030029, 4.002184, -2.497069)  0.094
C (-0.445152, 2.746245, -1.678921)  0.462
C (-3.959573, -0.839696, -2.439976)  -0.660
C (5.496042, -3.477487, -4.886155)  -0.409
C (-1.066188, -1.401833, 2.564775)  -0.449
C (-5.317232, 0.976629, 6.757397)  -0.400
C (-5.487858, 0.628987, 8.090269)  -0.439
C (-0.581234, -2.338222, 3.467064)  -0.521
C (-0.060672, -1.922826, 4.685219)  -0.239
C (2.682445, 2.210058, -2.009265)  0.271
C (5.155985, -4.808849, -4.695760)  -0.461
C (-3.205536, -0.172467, 6.727192)  0.149
C (-2.832837, -0.149010, -2.865523)  0.062
C (1.836129, 0.518542, 0.091359)  -0.951
B (2.160582, 0.808503, -1.405664)  0.184
H (5.024936, -1.438613, -4.417196)  0.304
H (4.963980, 2.086597, -1.803230)  0.445
H (-2.612421, -1.091082, 8.572937)  0.366
H (-4.646127, -0.382556, 9.783977)  0.364
H (3.805560, -6.180165, -3.749254)  0.371
H (5.735364, -5.588512, -5.172841)  0.365
H (0.653335, 3.654344, -0.119213)  0.338
H (0.369268, -0.249256, 5.956638)  0.412
H (1.944701, 1.359898, 0.764761)  0.343
H (2.530132, -0.004973, -3.079450)  0.311
H (-1.469197, -1.725753, 1.612864)  0.462
H (-1.412963, 0.680518, 2.178003)  0.517
H (2.483711, -4.402350, -2.657142)  0.370
H (-0.609250, -3.391993, 3.221271)  0.399
H (0.328922, 4.775394, -1.394988)  0.590
H (2.466264, -0.312912, 0.396514)  0.411
H (6.338102, -3.218382, -5.515261)  0.365
H (-6.379557, 0.937971, 8.620585)  0.357
H (0.826612, 0.122415, 0.132161)  0.270
H (-6.074455, 1.560634, 6.249387)  0.360
H (-3.281759, -0.391309, -6.214829)  0.364
H (-2.318941, -0.488406, 6.193447)  0.199
H (-2.142543, 0.259219, -2.137914)  0.293
H (3.097853, -2.032425, -2.977634)  0.388
H (-4.147713, -0.970186, -1.381827)  0.392
H (-5.725611, -1.895163, -3.040942)  0.374
H (4.022076, 3.082103, -0.634205)  0.360
H (2.651850, 2.109320, -3.106324)  0.202
H (-1.626946, 2.343040, -3.026740)  0.259
H (-0.503405, 1.417658, 4.355926)  0.388
H (-4.043960, 0.843669, 5.034645)  0.380
H (-5.288357, -1.612418, -5.455598)  0.369
H (4.013356, 3.672419, -3.527781)  0.322
H (-1.710276, 0.554034, -4.560766)  0.383
H (2.520339, 5.458232, -1.993678)  0.315
H (0.322006, -2.652717, 5.387031)  0.393

Forces on the atoms, in the same order (eV/Å):
Cl -0.223 0.090 0.050
O -0.553 0.305 -1.155
O 0.622 0.479 -0.264
O -1.134 -3.563 2.504
N 0.887 1.251 -0.745
C 0.010 -0.004 -0.011
C -0.005 -0.003 0.004
C 0.000 0.014 -0.002
C -0.026 0.046 0.105
C 0.001 -0.006 0.021
C 0.047 0.077 -0.056
C -0.847 0.754 0.071
C -0.029 -0.014 0.028
C 0.046 0.032 -0.031
C -0.040 0.492 -0.120
C -0.510 -0.698 -0.188
C 0.002 0.000 0.015
C 0.003 0.043 -0.083
C 0.093 0.001 -0.022
C 0.007 -0.002 -0.004
C -0.054 -0.019 0.043
C -0.005 0.030 -0.037
C 1.015 -0.811 0.684
C 1.443 2.707 -0.927
C -0.043 0.016 0.030
C 0.052 0.038 -0.032
C 0.002 0.002 -0.026
C -0.013 0.012 -0.020
C -0.002 0.007 0.007
C 0.008 -0.009 -0.015
C 0.012 -0.006 0.012
C -0.100 -0.460 0.262
C -0.015 -0.010 0.003
C 0.009 -0.008 0.008
C 0.059 0.074 -0.063
C 0.073 0.078 -0.663
B -0.236 -0.061 0.834
H 0.031 -0.015 -0.016
H 0.095 -0.240 -0.259
H -0.013 -0.008 -0.005
H -0.001 0.002 -0.007
H 0.002 0.007 -0.001
H -0.006 0.007 -0.003
H 0.050 -0.290 0.274
H -0.010 -0.002 -0.002
H -0.032 0.033 0.279
H -0.499 -0.415 -0.295
H -0.014 -0.001 0.017
H -0.021 -0.013 0.009
H 0.010 0.003 0.000
H 0.001 0.006 0.004
H -0.230 0.153 -0.220
H 0.245 -0.028 0.263
H -0.003 -0.008 0.009
H 0.008 0.002 -0.002
H -0.263 0.053 0.198
H -0.002 -0.012 0.007
H -0.007 0.000 0.007
H -0.047 -0.003 0.010
H -0.009 -0.107 0.049
H 0.049 -0.246 0.000
H 0.001 0.007 -0.011
H 0.011 -0.007 -0.004
H 0.647 -0.363 0.385
H -0.127 0.068 -0.113
H 0.013 0.168 -0.261
H -0.018 -0.010 0.019
H 0.002 -0.015 0.002
H 0.007 0.003 0.002
H -0.161 0.554 -0.518
H 0.034 -0.076 -0.049
H -0.281 -0.085 0.017
H -0.015 0.004 0.000

=====

[3]
The following is a quantum chemistry calculation of a molecular structure, C11H10BrCeF3O3S in a non-equilibrium geometry, from the Open Molecules 2025 dataset.

As for the calculated total energy: -119664.5289 eV. For the HOMO-LUMO gap, the calculation gives 8.1 eV.

Each line ends with the Mulliken charge.
CARTESIAN COORDINATES (ANGSTROEM)
Ce (0.287483, -0.213873, -0.676357)  -0.104
Br (1.094783, -2.057773, 0.903343)  -0.360
S (-0.920817, 0.315827, 2.720043)  1.178
F (0.600083, 1.483227, 4.510443)  -0.193
F (-0.691417, -0.188773, 5.292643)  -0.178
F (-1.613417, 1.804427, 4.776643)  -0.179
O (0.398083, 0.552627, 1.620143)  -0.570
O (-2.144217, 1.018327, 2.123143)  -0.710
O (-1.310217, -1.166073, 2.694043)  -0.660
C (-0.642617, 0.885627, 4.425343)  0.523
C (-0.887317, -0.972873, -2.496257)  -0.368
C (-1.556917, 0.180927, -2.008357)  -0.575
C (1.434883, 1.697227, -1.185657)  -0.392
C (2.609983, -0.254273, -0.993057)  -0.583
C (2.255383, 0.929827, -0.322957)  -0.228
C (1.272483, 0.971627, -2.373957)  -0.402
C (-2.053917, -0.120373, -0.732457)  -0.334
C (1.978783, -0.253873, -2.245457)  -0.357
C (-1.649717, -1.426373, -0.401857)  -0.330
C (-0.936717, -1.960573, -1.503057)  -0.510
H (-0.412817, -1.066673, -3.456457)  0.588
H (2.517183, 1.182127, 0.687043)  0.336
H (-1.809517, -1.913473, 0.541243)  0.611
H (2.033783, -1.040473, -2.977157)  0.540
H (-1.676017, 1.117327, -2.524357)  0.528
H (-2.589017, 0.552027, -0.090657)  0.574
H (0.702583, 1.284127, -3.230157)  0.587
H (3.203683, -1.050573, -0.588357)  0.590
H (-0.476317, -2.930573, -1.542057)  0.446
H (0.981783, 2.641327, -0.945457)  0.532

Forces on the atoms, in the same order (eV/Å):
Ce -0.051 0.031 11.351
Br 1.192 -2.677 0.657
S -3.337 -3.730 -9.063
F -2.090 -0.942 0.043
F 0.080 2.172 -1.641
F 1.914 -1.830 -0.612
O -4.118 0.813 4.632
O 3.747 -0.177 2.435
O 2.247 3.953 1.626
C 0.840 0.998 2.772
C -2.143 -0.883 -2.084
C -2.238 -0.632 -1.606
C 2.631 1.578 -1.098
C 2.613 0.805 -0.660
C 2.688 1.559 -0.801
C 2.023 1.459 -2.048
C -2.370 -0.843 -0.761
C 2.049 1.031 -1.602
C -2.945 -1.395 -0.792
C -2.650 -1.498 -1.275
H 0.037 0.008 -0.098
H -0.108 -0.036 0.168
H 0.057 0.023 0.183
H -0.071 -0.093 -0.081
H 0.061 0.120 -0.075
H 0.083 0.165 0.321
H -0.065 -0.004 -0.080
H 0.049 -0.025 0.021
H 0.122 -0.075 0.052
H -0.248 0.124 0.116